Record 1
Below is a 9-piece molecular cluster, C40H47F32NO12 overall, with properties calculated with ωB97M-V with the def2-TZVPD basis set.

Calculated values
E = -155259.98624 eV
orbital gap = 10.38 eV
total charge = 0

Geometry as XYZ:
```
132
Properties=species:S:1:pos:R:3:forces:R:3:lowdin_charge:R:1
H 8.477254 0.112575 -2.068584 0.2 -0.1 0.0 0.17
H -5.915546 -0.288215 2.360776 0.3 0.0 -0.2 0.11
O -1.224736 0.112215 3.705396 -1.8 1.0 -0.3 -0.01
F -3.906906 5.461975 -0.264614 1.2 0.4 -0.1 0.16
H -6.062056 3.794375 -2.519224 0.6 0.4 0.8 0.17
H 5.174864 1.183715 3.636756 -0.3 0.1 -0.1 0.14
C -7.356116 -3.458215 2.678836 0.0 0.0 0.1 -0.11
H -0.278886 -0.832245 -2.215624 0.3 -0.1 -0.3 0.14
F 5.565694 -1.406865 -1.700354 -0.2 -0.3 -0.1 0.16
H -0.945256 2.530385 1.809666 -0.3 -0.7 -0.1 0.11
O -3.229246 1.145695 3.318506 3.1 0.3 0.0 0.08
H -1.292816 -4.587165 1.324456 0.4 0.0 -0.3 0.10
F 5.527984 3.354835 -2.665534 0.1 -0.8 0.9 0.10
C -4.433326 4.744035 0.732536 0.0 -3.0 -3.3 -0.49
C 0.903974 5.797845 -3.260354 -1.0 2.6 -0.5 -0.50
F 8.300194 -1.436325 -0.789764 0.3 -1.5 -0.9 0.11
H 5.999144 -0.255915 1.778816 -0.2 -0.3 0.3 0.12
F 3.494724 1.239295 -1.859294 0.6 0.3 1.4 0.14
H -6.114676 5.030295 2.011116 0.2 -0.1 0.3 0.17
C 0.413964 -0.528695 -1.430814 0.3 0.5 0.8 -0.04
O 0.820674 7.468425 -5.088254 1.1 0.2 -1.6 0.01
F 7.461374 0.385785 -0.397694 -1.3 1.9 0.8 0.12
O 3.333554 -1.049205 2.306406 -0.4 -0.7 -0.7 0.03
H 0.656654 7.996795 -7.741134 0.0 -0.1 -0.2 0.16
F 4.765934 3.227625 -4.637334 0.0 -1.2 -0.9 0.08
H 5.080754 0.756185 -4.665504 0.4 -0.1 0.2 0.15
C 0.870084 8.870395 -7.125214 0.3 -2.2 -2.3 -0.27
H -2.378836 -4.296665 -0.035244 0.1 0.1 -0.3 0.10
H 4.315704 -0.393315 -3.530054 0.5 -0.5 -0.2 0.15
F 0.020004 -3.143165 3.077356 -2.4 -0.4 0.1 0.11
O -0.927756 0.301485 0.256026 -0.3 2.0 -0.3 0.01
O -0.282106 1.880015 -1.265194 0.4 -2.5 1.2 0.08
H 3.222854 -0.033355 0.502256 -0.1 -0.1 0.0 0.11
C 0.166404 0.387055 3.735996 -0.3 -0.3 -0.5 -0.19
H 0.803264 4.459145 -1.619484 -0.5 -0.6 -0.5 0.16
C -4.057456 2.819575 -2.135714 -1.1 0.8 1.3 -0.46
C -5.609256 5.550015 1.197146 -1.9 -1.6 2.1 -0.33
F -5.324556 6.781295 1.643616 0.6 0.2 -0.5 0.12
H 1.817624 -3.265735 3.418976 0.8 -1.1 1.1 0.16
C -7.279096 -1.982895 2.335206 0.6 0.6 0.3 -0.25
F -3.535336 4.421505 1.641756 0.5 0.8 0.7 0.18
H -0.634046 7.223085 -3.654034 -0.1 -0.3 0.1 0.15
H -1.608426 -7.071365 1.163216 0.6 0.3 -0.1 0.10
F -0.239376 -5.880575 3.080236 -0.3 0.1 0.4 0.13
F 3.919554 -8.068685 3.306076 0.1 -0.5 -0.6 0.11
H 4.306644 -1.454465 0.536486 -0.2 0.0 0.1 0.12
F 0.971414 -8.679475 1.435276 -1.3 -0.6 0.5 0.12
H -4.134176 1.715225 -0.252284 0.3 -0.3 -0.6 0.15
H -6.904156 -4.068535 1.896956 -0.1 -0.1 0.0 0.07
C 0.430764 5.458755 -1.843394 0.0 -2.1 1.1 -0.31
H -3.148596 -6.549895 0.712886 -0.2 0.4 -0.2 0.11
F -6.269546 1.979895 -1.727324 0.2 -0.3 0.6 0.08
H 5.445404 1.111165 0.937326 -0.6 -0.2 -0.4 0.11
C 7.760874 -0.385085 -1.414954 0.0 -0.5 -1.1 -0.32
C 4.456774 0.887945 2.871926 1.1 -0.1 -0.9 -0.06
C -0.216196 0.721555 -0.852904 -1.4 1.0 0.0 -0.41
H -1.674246 -1.669315 0.189816 -0.5 0.6 -0.2 0.10
H -7.923476 -1.409615 3.001706 0.1 0.0 0.3 0.10
C -1.587346 -4.946315 0.338366 -1.8 -2.8 0.8 -0.16
F -0.920516 5.482915 -1.581454 0.9 0.4 -1.1 0.08
F 0.359274 4.932665 -4.063724 -0.9 -2.4 -1.4 0.17
H 1.416794 -0.275185 -1.774574 -0.2 -0.3 -0.4 0.10
C -1.843096 -7.003155 -0.975114 1.2 0.7 -0.2 -0.08
O 0.247654 -6.579805 -2.150654 -1.0 1.3 1.7 0.10
F 2.914924 -9.525695 0.976096 0.5 -2.0 -0.1 0.12
C 1.768034 -7.592775 3.943466 -0.3 0.6 0.3 -0.03
F -3.378956 1.842705 -2.702304 0.3 -1.4 -0.5 0.15
C 3.942824 -0.594155 1.098276 1.1 0.3 -0.6 -0.14
H 0.571674 0.057005 4.692506 -0.1 0.1 -0.1 0.12
F 2.729224 1.378275 -3.793864 -0.5 0.1 -1.3 0.14
C -3.890916 2.723505 -0.587394 0.0 -0.6 0.0 -0.07
C -4.842246 -1.919645 1.553006 -1.1 0.6 0.6 -0.20
H -1.697036 -8.077005 -1.091794 0.0 0.2 0.2 0.13
H -5.457166 -1.517555 3.496336 -0.1 -0.1 0.1 0.12
H 0.830524 7.901235 -3.030994 0.3 0.3 -0.2 0.15
C -5.573856 2.819865 -2.529004 -0.8 0.2 0.0 -0.29
C 0.915994 -5.368455 3.586766 0.6 -0.7 -1.3 -0.52
H 1.071054 2.147725 2.869226 0.3 0.1 0.4 0.11
C 0.171794 8.527845 -5.786144 1.2 -1.6 3.8 -0.46
H -6.830096 -3.665685 3.610686 0.1 0.0 0.0 0.07
H 2.069004 -7.549425 4.990196 0.5 -0.1 -0.1 0.14
F 1.464434 -3.909245 1.702926 -0.1 -1.2 -1.9 0.12
O 3.109384 -0.411645 4.417546 1.0 0.3 -1.9 0.08
C 1.081704 -3.929755 2.965536 2.7 1.4 1.3 -0.32
C 0.383384 -1.509625 -0.241504 1.0 0.2 -0.5 -0.13
F 0.258954 9.602695 -4.991074 -0.8 0.8 0.1 0.15
H -1.462036 3.328985 3.224306 0.1 -0.2 0.5 0.12
C 0.450894 7.169695 -3.744314 -0.6 1.4 0.5 -0.06
H 1.227474 -1.310685 0.418836 0.4 -0.3 -0.3 0.10
F 2.240344 5.653525 -3.348804 0.5 0.0 0.5 0.13
H 0.387604 2.239305 4.543606 0.1 0.8 -0.3 0.12
C 5.087084 0.306765 1.579706 0.2 0.8 0.5 -0.13
H -0.789196 -1.241905 1.602406 0.2 0.3 -0.1 0.10
H 0.674224 -0.194935 2.966906 -0.1 -0.1 -0.2 0.10
C 3.606504 -0.225535 3.304636 -1.8 -0.6 3.6 -0.51
F 2.614944 -9.730545 3.789196 -0.2 -1.4 0.1 0.16
C 4.880064 0.535125 -3.617194 0.3 -1.3 0.7 -0.02
F 2.243354 8.989705 -7.175164 -1.2 0.1 1.4 0.08
O -0.528386 -5.096495 -0.549044 2.0 0.2 -1.7 -0.01
F 6.925424 -1.389985 -3.425284 0.0 -0.9 0.2 0.15
C -1.998976 1.222455 3.312086 -1.8 -1.4 -0.6 -0.38
C -1.069606 2.371825 2.880876 0.1 -0.9 1.0 -0.05
F -1.122226 8.081985 -5.842854 0.5 1.5 -1.2 0.13
H -2.864146 2.917375 -0.277144 0.1 0.2 -0.3 0.13
C 2.653154 -8.572485 3.167266 -0.3 2.6 0.2 -0.46
H 2.616314 -7.698945 1.138786 -0.1 0.7 0.9 0.17
O 1.942004 -6.257255 3.362376 -0.3 -0.2 -0.9 0.04
C -2.105636 -6.461935 0.408576 -1.4 0.7 0.7 -0.13
F 0.365774 9.937555 -7.767864 -0.3 0.3 0.9 0.11
H 0.746594 -7.971345 3.981456 -0.2 0.4 -0.6 0.14
F -5.845866 2.395425 -3.771074 0.9 -0.5 -1.1 0.09
C 2.275824 -8.591895 1.663016 1.5 1.7 -0.7 -0.34
C 6.509144 -0.717085 -2.340054 1.1 2.0 0.2 -0.54
C 3.863824 1.500915 -3.109074 1.8 2.3 -0.6 -0.49
H 3.771624 1.696205 2.616216 0.1 0.3 0.1 0.13
O 6.090574 0.532835 -2.771344 -1.5 -0.4 -0.3 0.03
F -6.504836 5.587825 0.207286 -0.2 0.6 -0.9 0.12
F 1.017964 6.183835 -0.905104 0.6 1.8 0.7 0.11
F 0.829844 -5.256665 4.893816 -1.1 0.7 1.5 0.18
C -0.572636 -6.245875 -1.312854 0.8 -0.8 -0.9 -0.44
F -3.527086 3.952175 -2.631054 0.1 0.9 -0.1 0.11
H 0.370894 -2.543215 -0.587354 0.1 0.0 0.3 0.11
C 4.428504 3.000855 -3.346844 -1.5 1.1 0.1 -0.28
H -2.476796 -6.646795 -1.787224 -0.8 -0.1 0.3 0.13
C -5.838096 -1.368215 2.486046 -0.8 -0.3 -0.1 -0.17
O -4.853406 3.451215 0.137916 -0.7 3.3 1.4 -0.02
C 0.244604 1.876015 3.525926 0.7 1.1 0.0 -0.14
H -8.389816 -3.754955 2.856336 0.0 -0.1 -0.3 0.07
H 3.659834 3.760525 -3.204884 -0.3 -0.3 0.8 0.15
C -0.824546 -1.075005 0.525836 -0.4 -1.4 -0.1 -0.19
N -4.113826 -2.337855 0.780936 0.7 -0.5 -0.6 0.16
H -7.700576 -1.758995 1.355246 0.3 -0.2 -0.2 0.11
```
Positions in Å, forces in eV/Å.

---

Record 2
Below is C40H47N3OPPdSb2Se2 as an isolated structure, with properties calculated with ωB97M-V with the def2-TZVPD basis set.

Calculated values
relative energy (zero: lowest compared OMol25 entry of this formula, charge and spin) = 0.0 kcal per mole
E = -205299.54035 eV
orbital gap = 5.54 eV
total charge = -1

Geometry as XYZ:
```
97
Properties=species:S:1:pos:R:3:forces:R:3:lowdin_charge:R:1
Sb -2.576000 -0.680033 1.516063 0.0 0.0 -0.4 1.29
H 2.370443 -1.909551 6.886497 0.0 0.0 0.0 0.11
C -4.628796 0.395002 -3.010760 0.0 0.0 0.0 -0.14
C -3.343451 0.008962 -3.414715 0.0 -0.1 0.1 -0.72
H -3.953272 5.103757 4.260912 0.0 0.0 0.0 0.09
H -0.780338 -3.915575 -2.351443 0.0 0.0 0.0 0.10
H -4.918156 0.436795 0.857906 0.0 0.0 0.0 0.06
H -5.122497 1.111210 3.266251 0.0 0.0 0.0 0.09
H 3.733633 -2.131297 -3.598653 0.0 0.0 0.0 0.09
H 0.269364 -1.849912 -3.134572 0.0 0.0 0.0 0.09
C 2.632837 -0.267146 4.078530 0.0 -0.1 -0.1 -0.73
Se 2.021102 0.866249 2.786092 0.0 0.1 0.0 0.66
H -5.140000 2.995462 4.850909 0.0 0.0 0.0 0.09
C -0.190206 -3.322269 -1.664475 0.0 0.1 -0.1 -0.10
H -0.054625 -0.331610 4.899407 0.0 0.0 0.0 0.08
C -2.555088 3.462552 0.154035 0.0 0.1 -0.1 -0.32
H 0.745111 -3.227123 1.596342 0.0 0.0 0.0 0.10
N 1.995865 -0.572101 5.240053 0.0 0.0 0.0 -0.14
C -4.482244 -1.560838 -4.854003 0.0 0.0 0.0 -0.19
C 1.174160 -1.358294 -1.233525 -0.1 0.2 0.0 -0.38
C -3.933686 2.099789 1.790377 0.0 0.0 0.0 -0.28
C 0.180605 3.807903 -1.464540 0.0 0.0 0.0 -0.33
H 3.628289 -2.732269 -1.309366 0.0 0.0 0.0 0.11
H -4.180798 -1.820070 -0.329392 0.0 0.0 0.0 0.01
C 0.399324 -2.162072 -2.107381 0.0 -0.1 0.0 -0.11
H -4.438873 -2.352027 -5.598265 0.0 0.0 0.0 0.09
H -6.733831 0.083282 -3.220655 0.0 0.0 0.0 0.09
C -5.743649 -0.223357 -3.547867 0.0 0.0 0.0 -0.19
C -3.113306 -1.944347 -0.134643 -0.1 0.0 0.1 -0.33
C 0.710963 -0.012003 5.607056 0.0 0.0 0.0 -0.05
H 1.935657 -1.236011 0.805638 0.0 0.0 -0.1 0.04
C 4.705058 -1.095756 2.978203 0.0 0.0 0.0 -0.04
N 3.752705 -1.043169 4.068543 0.0 0.0 0.0 -0.13
H 1.258949 3.676976 -1.519249 0.0 0.0 0.0 -0.02
C -4.599000 2.027382 3.015683 0.0 0.0 0.0 -0.07
C 6.431861 -1.206006 -0.179581 0.0 0.0 0.0 -0.11
O 2.065457 1.339224 -1.656591 0.0 0.2 0.0 -0.37
C 2.391501 -0.450653 -3.673848 0.0 0.0 0.0 -0.27
Se -1.770880 0.749735 -2.676679 0.0 0.1 0.0 0.55
H 4.412938 -0.349085 2.241434 0.0 0.0 0.0 0.03
C 3.802149 -1.818153 5.211651 0.0 0.0 0.0 -0.06
H 3.696762 -2.509148 -6.028946 0.0 0.0 0.0 0.10
C 0.158334 3.887220 1.743155 0.0 0.0 0.0 -0.35
Pd -0.229302 -0.071081 0.022007 -0.2 0.1 0.2 0.01
C -3.930926 0.905163 0.889321 -0.1 0.0 0.1 -0.34
H -3.631620 1.135772 -0.132954 0.1 0.0 0.0 0.00
N -5.705320 -1.197250 -4.460065 0.0 0.0 0.0 0.02
C 3.133736 -1.488253 -4.230870 0.0 0.0 0.0 -0.08
H 5.869314 -3.264295 -0.433546 0.0 0.0 0.0 0.10
H -0.261278 3.425723 -2.383975 0.0 0.0 0.0 -0.03
C 0.644563 -2.938583 0.556352 -0.1 -0.1 0.0 -0.11
P 2.302694 -0.103530 -1.895001 0.0 -0.2 0.0 0.76
H 7.413342 -1.440970 0.214777 0.0 0.0 0.0 0.10
H -4.960720 -1.803697 2.128946 0.0 0.0 0.1 0.00
H -2.433371 4.521386 -0.083993 0.0 0.0 0.0 0.06
C 6.034871 0.116807 -0.311910 0.0 0.0 0.0 -0.09
H 4.443363 1.441964 -0.922637 0.0 0.0 0.0 0.11
C -3.275278 3.298241 1.449866 0.0 -0.1 0.0 -0.28
Sb -0.555871 2.626050 0.150815 0.2 -0.5 -0.1 1.28
H 4.605886 -2.506033 5.402476 0.0 0.0 0.0 0.11
H -2.546720 -1.669009 -1.021840 0.0 0.0 0.0 -0.04
C 2.341034 -0.888692 -6.418640 0.0 0.0 0.0 -0.10
C 4.778210 0.417078 -0.821591 0.0 0.0 0.0 -0.06
C 3.113449 -1.703551 -5.600369 0.0 0.0 0.0 -0.09
H -0.080970 4.858346 -1.325897 0.0 0.0 0.0 0.00
C 3.911026 -0.602631 -1.199584 0.0 0.0 0.0 -0.26
H -3.708452 -2.638974 3.076137 0.0 0.0 0.0 -0.02
C 2.707183 -1.527006 5.940189 0.0 0.0 0.0 -0.06
C 5.566056 -2.230211 -0.544100 0.0 0.0 0.0 -0.10
C 1.621950 0.367827 -4.497499 0.0 0.0 0.0 -0.08
H 4.690118 -2.078432 2.506330 0.0 0.0 0.0 0.09
H -0.516174 -4.646417 0.005632 0.0 0.0 0.0 0.10
C 1.595282 0.142465 -5.866969 0.0 0.0 0.0 -0.07
H -4.338446 -1.080477 3.637475 0.0 0.0 0.0 -0.02
C 4.307841 -1.930219 -1.044848 0.0 0.0 0.0 -0.09
C -0.053339 -3.725704 -0.328947 0.0 0.0 0.1 -0.12
H -3.064776 2.984664 -0.682009 0.0 0.0 0.0 0.03
H -4.751897 1.179890 -2.274484 0.0 0.0 0.0 0.08
H -0.284343 3.566714 2.685722 0.0 0.0 0.0 -0.01
H 0.979705 0.769534 -6.499221 0.0 0.0 0.0 0.10
C -4.612496 3.086661 3.909091 0.0 0.0 0.0 -0.11
C 1.257300 -1.743822 0.126479 0.0 0.2 0.2 -0.23
H 0.460838 -0.346301 6.611858 0.0 0.0 0.0 0.09
H -2.914429 -2.983720 0.130125 0.0 0.0 0.0 0.00
H 1.241632 3.802766 1.823931 0.0 0.0 0.0 -0.03
C -3.951611 4.260921 3.580511 0.0 0.0 0.0 -0.11
H 6.702226 0.916680 -0.016037 0.0 0.0 0.0 0.10
H -0.114947 4.925184 1.544088 0.0 0.0 0.0 0.00
H 5.708802 -0.877403 3.343467 0.0 0.0 0.0 0.09
H 0.763476 1.074757 5.572995 0.0 0.0 0.0 0.08
H 2.319440 -1.061029 -7.487834 0.0 0.0 0.0 0.10
C -3.299193 4.354953 2.361709 0.0 0.0 0.0 -0.07
H -2.353428 -1.363557 -4.750031 0.0 0.0 0.0 0.08
H -2.793290 5.276953 2.096884 0.0 0.0 0.0 0.10
C -3.307092 -1.008445 -4.378849 0.0 0.0 0.0 -0.15
H 1.026342 1.155645 -4.054714 0.0 0.0 0.0 0.07
C -4.078758 -1.664477 2.755644 0.1 0.0 0.0 -0.35
```
Positions in Å, forces in eV/Å.

---

| no. | strongest force on any atom (eV/Å) |
| --- | --- |
| 1 | 4.5 |
| 2 | 0.6 |